{"formula": "C2H3BrOS", "method": "wB97M-V/def2-TZVPD", "homo_lumo_gap_ha": 0.2978, "multiplicity": 1, "energy_ha": -3125.29983, "charge": 0, "species": ["C", "C", "O", "S", "Br", "H", "H", "H"], "positions_angstrom": [[-0.14671, 0.84755, -0.89644], [-0.39549, -1.05778, 1.16246], [-0.91559, -2.09821, 0.78031], [1.38911, 1.22209, -1.41496], [-1.44574, 2.22182, -0.93863], [0.70529, -0.96807, 1.69614], [-0.90578, -0.13494, 1.08259], [1.71492, -0.03246, -1.47146]], "atomic_forces_ev_per_a": [[-0.7, -0.3, -0.3], [1.2, -2.6, 0.6], [1.5, 1.8, 0.9], [-0.5, 1.7, -0.3], [0.7, 0.1, 0.1], [-2.2, -0.5, -1.3], [-0.7, 1.1, 0.1], [0.7, -1.2, 0.2]], "mulliken_charge": [-0.04, 0.00, -0.43, -0.05, -0.08, 0.20, 0.24, 0.18]}

***

{"formula": "C4H5NOS", "method": "wB97M-V/def2-TZVPD", "homo_lumo_gap_ha": 0.3416, "smiles": "O=C1N[C@H]2SC[C@@H]12", "multiplicity": 1, "energy_ha": -683.52670, "charge": 0, "species": ["O", "C", "N", "C", "S", "C", "C", "H", "H", "H", "H", "H"], "positions_angstrom": [[0.62560, 2.29943, 0.22238], [0.17551, 1.21632, 0.39368], [-1.01639, 0.70385, 0.77888], [-0.67723, -0.69992, 0.77064], [-1.09552, -1.33651, -0.84343], [0.60100, -0.47029, -1.17282], [0.90569, -0.12521, 0.22981], [-1.91248, 1.05930, 0.67487], [-0.95231, -1.43239, 1.67492], [0.36832, 0.34814, -1.87912], [1.16277, -1.27120, -1.67921], [1.81503, -0.29152, 0.82939]], "atomic_forces_ev_per_a": [[-0.2, 1.7, -0.3], [1.4, -1.1, 0.9], [1.2, -0.8, 1.4], [1.6, -0.7, 0.9], [1.1, -0.3, -0.9], [-1.5, -2.2, -2.8], [-3.3, -0.1, 2.8], [-1.8, 0.9, -0.2], [0.7, 2.1, -1.8], [0.8, -0.2, 0.5], [0.2, 0.7, 0.3], [-0.3, -0.1, -0.9]], "mulliken_charge": [-0.57, 0.32, -0.17, -0.07, -0.19, -0.61, -0.24, 0.20, 0.30, 0.30, 0.33, 0.41]}

***

{"formula": "CH3IS", "method": "wB97M-V/def2-TZVPD", "homo_lumo_gap_ha": [0.1672, 0.1669], "multiplicity": 1, "energy_ha": -735.60917, "charge": 0, "species": ["C", "S", "I", "H", "H", "H"], "positions_angstrom": [[0.43654, 0.16568, 1.30983], [-1.24757, -0.62242, -1.65899], [-0.38293, -0.15665, -3.73836], [1.10073, -0.49885, 1.87733], [-0.61415, -0.01522, 1.04635], [0.70737, 1.12745, 1.16383]], "atomic_forces_ev_per_a": [[-1.9, -2.8, -0.3], [0.4, 0.1, 1.3], [0.2, 0.1, -0.3], [-0.6, 0.0, -0.7], [0.6, -0.4, 0.6], [1.2, 2.9, -0.6]], "mulliken_charge": [-0.47, -0.33, 0.09, 0.22, 0.24, 0.26]}

***

{"formula": "C7H10", "method": "wB97M-V/def2-TZVPD", "homo_lumo_gap_ha": 0.3823, "smiles": "C[C@]12C[C@@H]3[C@H](C1)[C@@H]32", "multiplicity": 1, "energy_ha": -272.63526, "charge": 0, "species": ["C", "C", "C", "C", "C", "C", "C", "H", "H", "H", "H", "H", "H", "H", "H", "H", "H"], "positions_angstrom": [[-0.04760, 1.89565, -0.60773], [0.03827, 0.46086, -0.15159], [0.69145, 0.09219, 1.20519], [-0.20177, -1.13725, 1.18417], [-0.29529, -1.60564, -0.26543], [0.53970, -0.65313, -1.10534], [-1.16435, -0.48781, 0.23294], [0.95218, 2.30302, -0.80562], [-0.63155, 1.98915, -1.53064], [-0.51831, 2.53013, 0.15206], [1.78198, -0.03606, 1.22715], [0.38875, 0.78985, 1.99408], [-0.43654, -1.81009, 2.00269], [-0.59864, -2.62013, -0.50309], [1.62424, -0.80989, -1.18035], [0.11679, -0.53783, -2.10970], [-2.23930, -0.36301, 0.26121]], "atomic_forces_ev_per_a": [[0.0, 0.0, 0.0], [0.1, 0.3, -0.1], [0.1, 0.1, 0.0], [0.0, -0.1, 0.3], [0.0, -0.3, -0.1], [0.1, 0.0, -0.1], [-0.3, 0.1, 0.0], [-0.1, -0.1, 0.0], [0.1, -0.1, 0.1], [0.1, -0.1, -0.1], [-0.1, 0.0, 0.0], [0.0, -0.1, -0.1], [0.0, 0.1, -0.2], [0.0, 0.2, 0.1], [-0.1, 0.0, 0.1], [0.0, 0.0, 0.2], [0.1, 0.0, 0.0]], "mulliken_charge": [-1.59, 0.68, -0.62, -0.46, -0.46, -0.62, -0.45, 0.33, 0.36, 0.36, 0.28, 0.32, 0.40, 0.40, 0.28, 0.32, 0.46]}